C38H78O10S | ωB97M-V/def2-TZVPD

```
127
Properties=species:S:1:pos:R:3:mulliken_charge:R:1
C -3.1611 -2.7595 -6.3138 -0.46
C -3.4416 -2.7544 -4.7727 -0.22
C -2.2125 -3.5300 -4.1965 -0.25
O -1.6971 -4.3361 -5.2495 -0.47
C -1.8112 -3.4447 -6.3977 -0.35
H -3.1572 -1.7631 -6.7772 0.21
H -4.0020 -3.2358 -6.8333 0.28
H -4.3413 -3.2583 -4.6305 0.36
H -3.6210 -1.7090 -4.3436 0.02
H -2.3154 -4.1010 -3.2382 0.36
H -1.4667 -2.7386 -4.0304 0.06
H -1.7622 -4.1141 -7.2627 0.34
H -0.9393 -2.7239 -6.4388 0.16
C 1.5013 5.4388 -1.0364 -0.65
C 2.6140 4.3205 -1.0362 -0.06
C 2.2953 3.6259 -2.2975 -0.22
O 0.9681 3.8294 -2.5962 -0.36
C 0.3635 4.7577 -1.7253 -0.02
H 1.8471 6.3803 -1.5131 0.28
H 1.2928 5.6415 0.0115 0.30
H 2.5451 3.6441 -0.2218 -0.25
H 3.5769 4.7679 -1.0881 0.51
H 2.4679 2.5754 -2.2463 -0.07
H 2.9522 3.9198 -3.1256 0.34
H -0.2113 4.0529 -1.0731 -0.12
H -0.3736 5.4280 -2.2383 0.32
C 3.7818 2.0252 2.7149 0.29
C 3.4194 0.5988 3.0563 -0.21
C 2.3143 0.6480 4.0715 0.34
O 2.4180 1.9736 4.6775 -0.38
C 3.5168 2.6458 4.1024 -0.67
H 3.2044 2.5187 1.9116 -0.39
H 4.8689 2.2368 2.5228 0.26
H 4.3515 0.1790 3.5658 0.29
H 3.2240 -0.0371 2.1861 0.11
H 2.2989 -0.0453 4.9446 0.26
H 1.3469 0.5479 3.5752 -0.53
H 4.3960 2.5286 4.7507 0.31
H 3.2965 3.7152 4.0151 0.35
C -0.5694 1.1111 -4.0977 1.18
C -0.3050 0.4898 -5.4477 -0.76
C -1.5420 0.8276 -6.3303 0.19
O -2.1395 1.9070 -5.6773 -0.54
C -1.3865 2.3146 -4.4672 -0.41
H 0.3138 1.4148 -3.5482 -0.03
H -1.1566 0.4036 -3.5006 -0.67
H -0.2891 -0.5778 -5.4000 0.25
H 0.5972 0.8979 -5.9447 0.33
H -2.1714 -0.0590 -6.4085 -0.38
H -1.3235 1.1332 -7.3438 0.34
H -2.1463 2.6857 -3.7832 0.26
H -0.6812 3.1119 -4.6690 0.23
C 2.5187 -5.0624 1.7153 -0.80
C 1.3948 -6.0063 2.0287 -0.33
C 0.3012 -5.4610 1.1447 -0.53
O 0.4216 -4.0389 1.2842 -0.31
C 1.8160 -3.7493 1.3952 0.18
H 3.1515 -5.3715 0.9604 0.41
H 3.1483 -5.0535 2.5717 0.31
H 1.0211 -5.9319 3.0685 0.15
H 1.6062 -7.0621 1.7618 0.37
H -0.7766 -5.6499 1.2858 0.24
H 0.4776 -5.7741 0.0644 0.28
H 1.8415 -2.9327 2.1274 -0.02
H 2.1867 -3.2503 0.4690 0.09
C -1.0424 2.9419 5.7191 -0.62
C -0.2329 4.1976 5.2423 -0.45
C -0.7179 4.3506 3.8233 -0.57
O -0.6344 3.0506 3.3196 -0.24
C -1.1545 2.2088 4.3489 -0.19
H -1.9985 3.2048 6.1610 0.32
H -0.4921 2.2990 6.4169 0.26
H 0.8470 4.0634 5.2677 -0.03
H -0.4730 5.0734 5.7433 0.53
H -0.1191 5.0560 3.1910 0.28
H -1.7502 4.6839 3.7978 0.32
H -0.5551 1.3031 4.3676 0.03
H -2.1799 1.8493 4.2143 0.32
C -3.7462 -4.2299 3.8657 -0.46
C -2.8410 -3.0850 4.3193 -0.64
C -1.4055 -3.5483 4.0880 0.21
O -1.5632 -5.0507 3.9612 -0.41
C -2.8697 -5.3617 4.3727 -0.49
H -3.8303 -4.3587 2.7508 0.18
H -4.7204 -4.1612 4.3191 0.38
H -3.0660 -2.7280 5.3225 0.32
H -2.9704 -2.2010 3.7629 0.26
H -0.7468 -3.3191 4.9791 0.16
H -1.0016 -3.0976 3.2283 -0.11
H -2.9212 -5.4837 5.5003 0.25
H -3.1504 -6.3293 3.8433 0.32
C -5.5186 0.5851 0.3350 -0.64
C -4.6597 1.7497 -0.1152 -0.16
C -4.1975 1.1524 -1.4417 0.02
O -3.9525 -0.2426 -1.2983 -0.23
C -4.7054 -0.6541 -0.2012 -0.48
H -6.5652 0.6688 -0.0258 0.30
H -5.6827 0.5627 1.4388 0.34
H -3.8080 2.0335 0.5675 -0.06
H -5.2955 2.6628 -0.1690 0.37
H -3.2525 1.6204 -1.8255 -0.26
H -4.9501 1.2935 -2.2444 0.35
H -4.0402 -1.0465 0.5110 0.26
H -5.4500 -1.4424 -0.5214 0.21
C 6.3662 1.0640 -2.2225 -0.53
C 5.1799 0.0580 -2.2469 -0.72
C 4.3538 0.4526 -0.9944 -0.10
O 4.6426 1.7897 -0.7661 -0.16
C 6.0552 1.9362 -0.9817 -0.60
H 6.4492 1.6138 -3.1601 0.29
H 7.3744 0.5706 -2.0800 0.25
H 5.3748 -0.9907 -2.2518 0.50
H 4.6262 0.2251 -3.1947 0.16
H 4.6322 -0.2335 -0.2084 0.34
H 3.3053 0.3083 -1.1514 -0.07
H 6.5713 1.6039 -0.0453 0.29
H 6.2789 2.9817 -1.1762 0.32
C -0.2706 -1.1077 -0.5861 -0.28
S -0.6711 -0.1430 0.8444 0.60
O 0.0889 -0.7622 1.9577 -0.52
C 0.1387 1.3571 0.4026 0.25
H -0.9361 -0.7760 -1.4299 0.11
H -0.3552 -2.1387 -0.2576 0.30
H 0.7489 -0.8095 -0.9828 -0.14
H -0.4889 1.9168 -0.3031 0.03
H 1.1450 1.1717 -0.0697 -0.43
H 0.1466 1.8749 1.2864 0.07
```

**Highest occupied orbital energy**: -0.3219 hartree
**Energy**: -71973.8096 eV
**Lowest unoccupied orbital energy**: 0.6 eV
**Frontier orbital gap**: 0.34294 Eh
**Multiplicity**: 1